C64H152F24N7O3P5 | ωB97M-V/def2-TZVPD

The value obtained for the LUMO energy is -7.48 eV. As for the spin multiplicity: 1. For the maximum force, the calculation gives 5.420 eV/A. Its charge is +4. The value obtained for the HOMO-LUMO gap is 8.71 eV.

Geometry (Å):
C1 8.41 6.08 -5.59
C2 6.99 5.51 -5.62
C3 6.81 4.04 -5.89
C4 7.68 3.03 -5.10
P1 7.54 2.96 -3.22
C5 5.81 3.31 -2.78
C6 4.76 2.31 -3.33
C7 3.39 2.90 -3.42
C8 2.28 1.90 -3.80
C9 7.85 1.15 -2.79
C10 7.70 0.76 -1.28
C11 7.39 -0.71 -1.04
C12 8.62 -1.66 -1.19
C13 8.78 4.08 -2.40
C14 9.11 3.77 -0.94
C15 9.61 4.99 -0.14
C16 9.82 4.71 1.32
H1 9.03 5.96 -6.48
H2 8.97 5.63 -4.76
H3 8.48 7.12 -5.27
H4 6.42 6.16 -6.29
H5 6.51 5.80 -4.68
H6 7.06 3.98 -6.95
H7 5.78 3.69 -5.82
H8 8.74 3.21 -5.26
H9 7.52 2.02 -5.49
H10 5.49 4.29 -3.14
H11 5.65 3.31 -1.70
H12 4.55 1.49 -2.63
H13 5.05 1.87 -4.28
H14 3.37 3.78 -4.06
H15 3.14 3.15 -2.38
H16 1.48 2.03 -3.06
H17 2.59 0.87 -3.62
H18 1.78 2.00 -4.76
H19 8.91 1.03 -3.00
H20 7.35 0.47 -3.47
H21 6.89 1.32 -0.80
H22 8.51 1.14 -0.67
H23 6.57 -0.96 -1.71
H24 7.11 -0.80 0.01
H25 9.57 -1.25 -0.85
H26 8.88 -1.68 -2.25
H27 8.48 -2.70 -0.87
H28 8.49 5.13 -2.52
H29 9.72 4.02 -2.95
H30 9.75 2.90 -0.83
H31 8.18 3.48 -0.44
H32 9.01 5.90 -0.17
H33 10.57 5.25 -0.59
H34 10.33 3.75 1.45
H35 8.87 4.69 1.84
H36 10.38 5.44 1.92
C17 4.31 0.70 1.80
C18 3.74 0.20 0.39
C19 2.21 0.21 0.31
C20 1.44 -0.74 1.24
N1 -0.06 -0.57 1.38
C21 -0.71 -1.95 1.71
C22 -0.73 -2.69 0.38
C23 -0.81 -1.67 -0.82
C24 -0.68 -0.32 -0.02
C25 -0.16 0.57 2.39
H37 5.37 0.46 1.77
H38 3.82 0.09 2.55
H39 4.08 1.75 1.95
H40 4.19 -0.75 0.11
H41 4.20 0.87 -0.34
H42 1.95 0.10 -0.75
H43 1.78 1.19 0.50
H44 1.77 -0.98 2.25
H45 1.58 -1.70 0.74
H46 -1.69 -1.71 2.10
H47 -0.23 -2.42 2.57
H48 -1.53 -3.43 0.39
H49 0.20 -3.25 0.29
H50 -1.76 -1.76 -1.35
H51 -0.04 -1.84 -1.57
H52 -1.69 0.03 0.22
H53 -0.12 0.50 -0.47
H54 0.04 1.51 1.87
H55 0.54 0.49 3.22
H56 -1.19 0.66 2.75
C26 3.45 4.88 1.54
C27 2.97 6.37 1.53
C28 1.60 6.47 0.83
C29 1.75 6.47 -0.73
N2 0.67 7.11 -1.53
C30 -0.74 6.70 -1.09
C31 -1.64 6.71 -2.26
C32 -0.75 6.48 -3.48
C33 0.73 6.66 -3.04
C34 0.94 8.64 -1.47
H57 2.73 4.30 2.11
H58 4.45 4.66 1.91
H59 3.43 4.43 0.54
H60 3.71 6.96 0.99
H61 2.90 6.70 2.57
H62 1.14 7.41 1.12
H63 0.94 5.67 1.17
H64 1.92 5.47 -1.13
H65 2.64 7.00 -1.08
H66 -1.04 7.36 -0.28
H67 -0.72 5.66 -0.76
H68 -2.20 7.64 -2.27
H69 -2.44 6.00 -2.04
H70 -0.97 7.00 -4.41
H71 -0.96 5.52 -3.94
H72 1.41 7.33 -3.56
H73 1.16 5.65 -3.09
H74 0.75 8.98 -0.45
H75 0.13 9.08 -2.06
H76 1.90 8.89 -1.93
C35 -6.55 -9.06 4.65
C36 -5.47 -8.50 3.72
C37 -4.77 -7.20 4.10
C38 -3.86 -7.23 5.44
N3 -3.18 -5.84 5.87
C39 -4.19 -4.72 6.04
C40 -3.64 -3.62 5.19
C41 -3.01 -4.29 4.01
C42 -2.30 -5.41 4.68
C43 -2.16 -6.00 7.02
H77 -7.12 -9.84 4.14
H78 -7.20 -8.25 4.97
H79 -6.08 -9.43 5.56
H80 -6.00 -8.30 2.79
H81 -4.70 -9.21 3.42
H82 -5.55 -6.45 4.22
H83 -4.24 -6.79 3.24
H84 -3.11 -8.01 5.57
H85 -4.49 -7.43 6.30
H86 -4.18 -4.49 7.11
H87 -5.23 -5.00 5.89
H88 -2.87 -3.11 5.77
H89 -4.35 -2.80 5.08
H90 -2.39 -3.60 3.44
H91 -3.72 -4.70 3.29
H92 -1.33 -5.10 5.06
H93 -2.02 -6.22 4.01
H94 -1.57 -5.09 7.14
H95 -1.48 -6.82 6.80
H96 -2.68 -6.23 7.95
C44 -8.78 -1.70 -1.29
C45 -7.79 -1.47 -2.43
C46 -7.49 -2.86 -3.09
C47 -6.56 -2.88 -4.28
N4 -5.85 -4.26 -4.52
C48 -4.72 -4.57 -3.51
C49 -3.46 -3.99 -4.22
C50 -3.77 -3.58 -5.62
C51 -5.15 -4.23 -5.90
C52 -6.81 -5.46 -4.61
H97 -8.51 -2.51 -0.61
H98 -9.59 -1.94 -1.98
H99 -9.28 -0.82 -0.89
H100 -6.85 -1.19 -1.96
H101 -8.17 -0.70 -3.10
H102 -8.41 -3.35 -3.40
H103 -7.05 -3.49 -2.32
H104 -5.70 -2.23 -4.10
H105 -6.97 -2.55 -5.24
H106 -4.61 -5.66 -3.55
H107 -5.00 -4.14 -2.55
H108 -2.77 -4.83 -4.20
H109 -3.07 -3.15 -3.65
H110 -3.04 -3.95 -6.34
H111 -3.81 -2.50 -5.78
H112 -4.87 -5.21 -6.29
H113 -5.73 -3.73 -6.68
H114 -7.23 -5.50 -3.61
H115 -6.34 -6.44 -4.75
H116 -7.68 -5.30 -5.25
C53 -5.68 1.62 -3.22
C54 -4.19 1.65 -3.73
C55 -3.72 0.41 -4.63
O1 -2.28 0.52 -5.00
C56 -1.34 0.68 -3.94
N5 -4.16 2.90 -4.64
H117 -4.86 3.61 -4.48
H118 -3.33 3.47 -4.62
H119 -4.24 2.65 -5.62
H120 -6.33 1.20 -3.98
H121 -5.94 2.57 -2.74
H122 -5.75 0.86 -2.44
H123 -3.64 1.93 -2.84
H124 -4.20 0.21 -5.58
H125 -3.97 -0.49 -4.07
H126 -0.38 0.40 -4.37
H127 -1.56 -0.15 -3.27
H128 -1.27 1.73 -3.66
C57 -4.04 -0.07 4.02
C58 -5.34 -0.16 3.18
C59 -6.30 1.06 3.31
O2 -7.37 1.05 2.35
C60 -8.29 2.16 2.50
N6 -4.93 -0.29 1.76
H129 -5.64 -0.49 1.07
H130 -4.58 0.60 1.44
H131 -4.25 -1.02 1.65
H132 -3.42 0.81 3.82
H133 -3.36 -0.88 3.76
H134 -4.25 -0.14 5.09
H135 -5.92 -1.05 3.41
H136 -5.66 1.92 3.10
H137 -6.54 1.18 4.37
H138 -9.15 2.04 1.84
H139 -7.82 3.13 2.33
H140 -8.65 2.08 3.53
C61 4.49 -2.79 3.37
C62 4.70 -2.64 4.93
C63 4.91 -1.16 5.41
O3 3.81 -0.36 5.00
C64 3.88 1.00 5.56
N7 3.57 -3.32 5.64
H141 3.40 -4.20 5.19
H142 3.87 -3.56 6.57
H143 2.73 -2.76 5.55
H144 5.37 -2.51 2.78
H145 3.68 -2.11 3.10
H146 4.24 -3.82 3.13
H147 5.51 -3.32 5.19
H148 5.83 -0.71 5.06
H149 5.14 -0.99 6.46
H150 3.95 1.10 6.65
H151 2.93 1.44 5.27
H152 4.69 1.53 5.07
P2 -4.60 -3.75 0.49
F1 -3.63 -4.99 1.00
F2 -5.50 -4.05 1.84
F3 -3.63 -2.79 1.26
F4 -5.65 -2.64 -0.05
F5 -3.71 -3.50 -0.83
F6 -5.41 -4.90 -0.31
P3 0.37 -1.75 5.95
F7 1.51 -1.53 6.96
F8 -0.59 -1.98 7.21
F9 0.07 -0.19 6.10
F10 -0.83 -1.99 4.83
F11 1.32 -1.38 4.71
F12 0.66 -3.31 5.91
P4 1.94 -4.73 -1.73
F13 1.77 -6.36 -1.98
F14 1.50 -5.13 -0.27
F15 3.50 -5.08 -1.32
F16 2.27 -3.15 -1.25
F17 2.34 -4.37 -3.30
F18 0.43 -4.42 -2.17
P5 -3.69 3.14 0.46
F19 -2.22 3.08 -0.29
F20 -4.09 3.90 -0.95
F21 -4.16 1.69 -0.12
F22 -5.11 3.39 1.24
F23 -3.00 2.34 1.62
F24 -3.08 4.52 1.14